(1)
Entry from the OMol25 dataset: a structure of composition C26H19BrN2O4PdTe (ωB97M-V/def2-TZVPD).

Computed properties:
Relative energy (zero: lowest compared OMol25 entry of this formula, charge and spin) in kcal per mole: 0.0
E in Eh: -4382.608382

Each line ends with the Löwdin charge.
Geometry (Å):
Te  1.23  -2.88  -1.60  1.00
Pd  -0.05  -1.18  -0.19  0.62
Br  -4.91  0.94  -4.78  0.73
O  1.27  2.15  -2.19  0.07
O  -0.17  6.45  1.31  0.14
O  0.98  0.25  -1.10  -0.25
O  -0.23  6.14  3.50  0.12
N  -1.03  0.12  1.31  0.04
N  -1.08  -2.57  0.96  -0.03
C  -2.61  2.21  -3.68  -0.12
C  -0.27  5.69  2.22  -0.48
C  5.38  -3.38  -0.45  -0.10
C  -1.95  -4.70  1.57  -0.03
C  -0.45  4.21  2.04  -0.12
C  4.02  -3.54  -0.69  -0.18
C  -1.38  2.23  -3.05  -0.03
C  5.21  -1.08  -1.12  -0.08
C  -2.69  -4.14  2.59  -0.04
C  -0.32  1.93  2.79  -0.01
C  -0.83  1.51  1.57  -0.24
C  3.85  -1.24  -1.38  -0.13
C  -1.38  -0.16  -2.91  -0.05
C  -3.22  0.99  -3.92  -0.69
C  -0.13  3.28  3.02  -0.02
C  -2.61  -0.20  -3.56  -0.12
C  -1.15  -3.88  0.79  -0.13
C  -2.61  -2.77  2.79  0.00
C  5.98  -2.14  -0.66  -0.10
C  -1.12  2.43  0.57  0.02
C  0.58  1.18  -1.93  -0.61
C  3.26  -2.48  -1.16  -0.63
C  -1.69  -0.57  2.14  -0.06
C  -0.93  3.77  0.81  0.03
C  -1.80  -2.02  1.96  -0.24
C  -0.76  1.05  -2.63  -0.16
H  -3.17  -2.28  3.58  0.12
H  -0.45  5.43  4.12  0.09
H  3.27  -0.41  -1.74  0.09
H  -2.18  -0.12  3.00  0.14
H  -0.86  3.17  -2.88  0.12
H  5.97  -4.21  -0.09  0.10
H  -0.03  1.20  3.53  0.12
H  3.56  -4.50  -0.50  0.08
H  -1.97  -5.76  1.38  0.12
H  0.31  3.58  3.96  0.12
H  5.66  -0.11  -1.29  0.10
H  -3.09  3.13  -3.99  0.10
H  -0.89  -1.09  -2.64  0.02
H  -3.32  -4.76  3.23  0.12
H  -3.08  -1.15  -3.78  0.10
H  7.03  -2.01  -0.47  0.10
H  -1.50  2.08  -0.38  0.11
H  -1.14  4.51  0.04  0.13
H  -0.53  -4.29  0.00  0.01


(2)
Entry from the OMol25 dataset: a cluster of 2 separate species, C24H39O in total at a distorted geometry (ωB97M-V/def2-TZVPD).

Computed properties:
E in Eh: -1012.844539
Charge: +1

Each line ends with the Löwdin charge.
Geometry (Å):
O  -0.42  1.67  3.36  -0.01
C  -1.21  0.15  -3.38  -0.22
C  -2.83  -2.69  -1.47  -0.22
C  -0.90  -4.30  -0.83  -0.20
C  0.82  1.66  -3.03  -0.20
C  1.27  3.17  4.02  -0.17
C  -2.70  -0.05  -3.14  -0.22
C  3.53  -0.24  0.24  0.05
C  3.01  4.78  4.55  -0.03
C  -3.22  -1.40  -3.65  -0.21
C  -2.60  -2.64  -2.98  -0.22
C  2.30  3.15  6.22  -0.03
C  2.20  -0.30  0.08  -0.32
C  -1.41  1.25  2.40  0.02
C  1.38  -1.46  0.66  -0.17
C  -0.12  -3.46  0.20  -0.21
C  3.12  4.22  5.84  0.00
C  1.38  2.61  5.33  0.03
C  2.09  4.26  3.65  0.01
C  1.46  0.77  -0.71  -0.19
C  1.67  0.66  -2.23  -0.20
C  -2.42  -4.03  -0.84  -0.21
C  0.36  2.67  3.06  0.04
C  -0.70  1.49  -2.87  -0.22
C  0.60  -2.25  -0.40  -0.21
H  0.26  3.14  2.07  0.17
H  1.09  2.68  -2.72  0.11
H  -0.64  -0.68  -2.91  0.09
H  -4.31  -1.42  -3.49  0.11
H  -2.80  -4.04  0.19  0.11
H  0.67  -1.08  1.41  0.11
H  -2.91  -4.84  -1.38  0.11
H  -0.92  0.88  1.49  0.09
H  -2.93  0.07  -2.07  0.10
H  2.73  0.83  -2.46  0.12
H  3.85  4.63  6.55  0.13
H  -2.09  2.08  2.16  0.12
H  -3.24  0.75  -3.66  0.12
H  0.64  -4.11  0.66  0.11
H  -0.99  0.06  -4.46  0.13
H  1.96  4.66  2.64  0.13
H  -0.99  1.63  -1.82  0.10
H  1.29  -2.58  -1.19  0.13
H  -3.05  -1.48  -4.73  0.11
H  4.10  0.58  -0.21  0.07
H  0.39  0.73  -0.47  0.08
H  1.45  -0.37  -2.56  0.11
H  -0.13  -1.59  -0.89  0.09
H  2.40  2.73  7.22  0.12
H  0.72  1.78  5.61  0.13
H  1.83  1.76  -0.40  0.12
H  -0.78  -3.12  1.01  0.11
H  -3.03  -3.54  -3.44  0.12
H  -0.48  -4.16  -1.84  0.11
H  4.06  -1.01  0.79  0.06
H  1.09  1.56  -4.09  0.12
H  -1.95  0.44  2.90  0.11
H  -1.20  2.29  -3.43  0.12
H  -0.76  -5.35  -0.57  0.11
H  3.65  5.61  4.27  0.12
H  2.07  -2.14  1.18  0.12
H  -1.52  -2.69  -3.19  0.10
H  -3.90  -2.52  -1.27  0.12
H  -2.30  -1.86  -0.98  0.09


(3)
Entry from the OMol25 dataset: a structure of composition C7H10NPS2 at a distorted geometry (ωB97M-V/def2-TZVPD).

Computed properties:
Relative energy (zero: lowest compared OMol25 entry of this formula, charge and spin) in kcal per mole: 89.9
E in Eh: -1465.079159

Each line ends with the Löwdin charge.
Geometry (Å):
S  -0.15  -2.85  -0.34  0.26
S  -2.26  0.76  -1.28  0.63
P  -0.25  -0.92  -0.19  0.45
N  1.30  -0.27  -0.40  -0.43
C  1.47  1.13  -0.66  -0.16
C  -1.17  -0.21  1.37  -0.32
C  -5.70  -0.63  -0.52  0.15
C  2.55  -0.97  -0.68  -0.14
C  -4.56  -0.33  -0.21  -0.18
C  -3.19  -0.03  0.02  -0.76
C  -2.59  -0.45  1.14  -0.25
H  0.89  1.69  0.09  0.07
H  -6.51  -1.10  -0.86  -0.01
H  1.09  1.50  -1.67  0.10
H  -0.74  -0.76  2.16  0.07
H  2.62  -2.04  -0.19  0.10
H  2.59  1.40  -0.54  0.11
H  -3.21  -1.03  1.98  0.17
H  -0.95  0.82  1.35  0.06
H  3.42  -0.56  -0.28  0.06
H  2.70  -1.16  -1.64  0.03


(4)
Entry from the OMol25 dataset: a cluster of 2 separate species, C4H8 in total at a distorted geometry (ωB97M-V/def2-TZVPD).

Computed properties:
Relative energy (zero: lowest compared OMol25 entry of this formula, charge and spin) in kcal per mole: 140.7
E in Eh: -156.959731

Each line ends with the Löwdin charge.
Geometry (Å):
C  -0.30  1.04  -0.79  0.07
C  1.53  -0.54  -0.24  0.06
C  0.12  -0.07  -0.13  -0.57
C  -0.77  -0.83  0.63  0.11
H  1.52  -1.43  -0.88  0.04
H  -1.39  1.08  -0.78  0.06
H  -2.43  2.23  1.80  0.02
H  -1.76  1.97  1.97  0.01
H  -1.57  -0.65  1.31  0.05
H  2.08  -0.74  0.68  0.02
H  -0.59  -1.87  0.41  0.05
H  0.20  1.56  -1.59  0.07


(5)
Entry from the OMol25 dataset: the molecule C3H4ClF at a distorted geometry (ωB97M-V/def2-TZVPD).

Computed properties:
Relative energy (zero: lowest compared OMol25 entry of this formula, charge and spin) in kcal per mole: 49.8
Structure (SMILES): C=C[C@H](F)Cl
E in Eh: -676.662167

Each line ends with the Löwdin charge.
Geometry (Å):
Cl  -1.04  -1.41  1.55  0.68
F  0.60  -2.01  -0.13  -0.15
C  0.12  1.37  -0.38  0.05
C  -0.08  -0.02  -0.68  -0.14
C  0.22  -0.83  0.54  -0.80
H  0.56  2.10  0.28  0.05
H  1.07  -0.70  1.33  0.13
H  -0.57  1.89  -1.20  0.08
H  -0.87  -0.39  -1.32  0.10


(6)
Entry from the OMol25 dataset: a structure of composition C26H37AlF3I2N2O11 at a distorted geometry (ωB97M-V/def2-TZVPD).

Computed properties:
Relative energy (zero: lowest compared OMol25 entry of this formula, charge and spin) in kcal per mole: 0.0
E in Eh: -3087.658767
Charge: -1

Each line ends with the Löwdin charge.
Geometry (Å):
I  0.51  -1.81  1.40  0.73
I  -0.84  -4.79  1.39  0.61
Al  -0.64  -1.11  -1.74  0.21
F  8.59  5.77  2.15  0.08
F  -8.50  -3.16  4.04  0.06
F  7.32  0.03  2.64  0.07
O  6.55  0.98  -1.63  0.17
O  -1.73  -0.12  -0.62  -0.03
O  7.32  0.66  0.47  0.13
O  -0.21  1.45  -0.10  0.07
O  -5.24  -2.30  3.31  0.08
O  8.01  4.11  5.12  0.08
O  5.12  0.70  0.08  0.07
O  6.83  2.34  4.37  0.19
O  -7.29  -2.13  2.43  0.13
O  7.43  4.00  2.96  0.12
O  -5.55  -1.07  1.46  0.18
N  3.41  -0.43  -4.10  -0.01
N  -5.10  -1.94  -1.30  0.01
C  2.07  0.03  -2.03  -0.28
C  -0.55  -4.75  -1.66  -0.16
C  -4.68  3.64  0.51  -0.11
C  6.69  0.81  1.74  -0.32
C  0.21  -2.61  -0.59  -0.73
C  -0.84  -3.73  -0.55  -0.85
C  5.28  0.34  1.46  -0.03
C  -4.22  2.76  1.49  -0.09
C  7.84  5.34  3.20  -0.31
C  -1.35  1.07  -0.28  -0.60
C  7.37  3.37  4.18  -0.54
C  -4.04  3.72  -0.72  -0.09
C  -3.13  1.95  1.20  -0.02
C  -4.28  -0.99  -3.48  -0.22
C  -2.95  2.90  -1.01  -0.02
C  3.19  -0.76  -2.68  -0.30
C  -5.98  -1.75  2.31  -0.53
C  0.71  -0.07  -2.77  -0.20
C  -6.13  -2.95  4.22  -0.06
C  -4.75  -0.71  -2.04  -0.27
C  -2.50  2.02  -0.04  -0.13
C  -1.93  -1.94  -3.06  -0.19
C  -7.34  -3.21  3.34  -0.32
C  -2.78  -0.80  -3.67  -0.28
C  6.34  0.80  -0.48  -0.55
C  8.65  5.21  4.46  -0.05
H  -7.30  -4.15  2.79  0.17
H  -0.46  -5.75  -1.24  0.02
H  0.40  -4.50  -2.13  0.07
H  4.26  -0.89  -4.38  0.05
H  4.11  -0.49  -2.13  0.08
H  4.54  0.83  2.08  0.15
H  -1.84  -3.32  -0.62  0.03
H  2.38  1.07  -2.03  0.10
H  9.69  4.95  4.25  0.14
H  -1.36  -4.75  -2.38  0.07
H  3.59  0.56  -4.18  0.06
H  -5.66  -0.11  -2.08  0.10
H  -2.51  0.19  -3.29  0.08
H  8.62  6.10  5.09  0.14
H  3.09  -1.84  -2.56  0.10
H  -1.35  -2.40  -3.85  0.05
H  -5.62  -1.67  -0.48  0.02
H  0.39  0.93  -3.07  0.05
H  -2.77  1.24  1.93  0.12
H  6.95  5.97  3.28  0.18
H  6.75  1.85  2.05  0.14
H  -4.60  -1.99  -3.75  0.10
H  -2.46  2.96  -1.97  0.12
H  -2.60  -0.76  -4.75  0.09
H  -6.38  -2.27  5.04  0.14
H  5.18  -0.74  1.56  0.15
H  -4.82  -0.30  -4.13  0.09
H  1.99  -0.33  -1.00  0.05
H  -5.69  -3.86  4.62  0.14
H  -4.71  2.68  2.45  0.09
H  -4.22  -2.35  -1.00  0.05
H  1.16  -2.96  -0.97  0.02
H  -5.54  4.25  0.72  0.09
H  0.89  -0.62  -3.69  0.05
H  -4.40  4.40  -1.48  0.09
H  -4.01  -0.12  -1.49  0.09
H  -2.59  -2.66  -2.57  0.03


(7)
Entry from the OMol25 dataset: a cluster of 2 separate species, C4H10N2O in total at a distorted geometry (ωB97M-V/def2-TZVPD).

Computed properties:
Relative energy (zero: lowest compared OMol25 entry of this formula, charge and spin) in kcal per mole: 97.8
Structure (SMILES): CC(N)=O.C=NC
E in Eh: -343.045559

Each line ends with the Löwdin charge.
Geometry (Å):
O  0.28  -1.29  0.67  0.03
N  1.29  -0.17  -1.06  0.11
N  -1.77  0.74  -0.72  -0.07
C  2.24  0.01  1.20  -0.02
C  1.04  -0.38  0.35  -0.56
C  -1.13  1.17  0.32  -0.08
C  -2.49  -0.50  -0.79  -0.16
H  2.25  -0.10  -1.36  0.08
H  -1.77  1.66  1.06  0.07
H  1.95  -0.05  2.25  0.08
H  -1.88  -1.36  -0.50  0.07
H  3.06  -0.68  1.01  0.09
H  2.59  1.01  0.98  0.08
H  0.77  -0.68  -1.77  0.09
H  -0.22  1.77  0.35  0.05
H  -3.40  -0.46  -0.17  0.07
H  -2.81  -0.68  -1.81  0.06


(8)
Entry from the OMol25 dataset: a structure of composition C34H38IrN2O2P (ωB97M-V/def2-TZVPD).

Computed properties:
Relative energy (zero: lowest compared OMol25 entry of this formula, charge and spin) in kcal per mole: 0.0
E in Eh: -2024.048031

Each line ends with the Löwdin charge.
Geometry (Å):
Ir  1.10  -0.12  0.50  1.04
P  0.29  -0.89  -1.36  0.90
O  -0.91  0.62  1.21  -0.11
O  0.56  -2.26  2.51  -0.03
N  -2.98  0.44  2.10  -0.12
N  -2.23  2.46  1.17  -0.12
C  0.19  -1.05  -4.16  -0.10
C  -4.19  0.12  -1.85  -0.09
C  -1.50  -0.55  -1.60  -0.34
C  1.06  1.06  3.76  -0.08
C  0.94  -0.66  -3.05  -0.32
C  -1.87  0.69  -2.11  -0.10
C  -3.21  1.03  -2.24  -0.08
C  3.71  0.63  1.02  -0.60
C  0.19  -3.69  -2.02  -0.07
C  -3.04  3.32  2.01  -0.05
C  -4.37  0.58  1.70  -0.06
C  2.91  -0.27  0.11  -0.26
C  0.16  -5.02  -1.64  -0.08
C  0.32  -2.69  -1.06  -0.30
C  1.43  3.21  2.76  -0.10
C  2.65  1.29  1.93  -0.25
C  1.97  -0.38  -5.62  -0.09
C  -3.83  -1.11  -1.34  -0.09
C  0.63  -1.93  1.34  -0.43
C  -1.98  1.15  1.48  -0.48
C  0.39  -4.37  0.67  -0.02
C  0.77  2.40  3.70  -0.09
C  2.34  2.66  1.89  -0.04
C  -1.26  3.15  0.35  -0.04
C  2.00  0.49  2.89  -0.11
C  2.19  -0.10  -3.25  -0.08
C  2.71  0.03  -4.53  -0.08
C  4.49  1.66  0.19  -0.07
C  0.26  -5.36  -0.29  -0.07
C  -2.48  -1.45  -1.21  -0.07
C  0.71  -0.91  -5.44  -0.08
C  -2.62  -0.88  2.58  -0.03
C  0.44  -3.04  0.29  -0.21
C  4.73  -0.16  1.86  -0.05
H  0.57  0.42  4.49  0.11
H  -3.48  2.75  2.82  0.08
H  2.75  0.26  -2.39  0.07
H  2.38  -0.27  -6.62  0.10
H  1.23  4.27  2.72  0.10
H  3.69  0.47  -4.66  0.10
H  4.26  -0.97  2.41  0.07
H  0.07  -5.80  -2.39  0.10
H  -2.62  -1.62  1.77  0.09
H  -1.77  3.86  -0.31  0.09
H  -4.59  -1.82  -1.04  0.11
H  -5.24  0.38  -1.95  0.10
H  -3.35  -1.18  3.33  0.09
H  0.05  2.84  4.38  0.10
H  5.15  1.13  -0.49  0.08
H  -2.41  4.10  2.44  0.09
H  0.24  -6.40  0.00  0.10
H  -0.54  3.70  0.97  0.07
H  5.24  0.49  2.57  0.09
H  -3.49  1.99  -2.64  0.11
H  0.11  -3.43  -3.07  0.09
H  2.29  -0.53  3.05  0.09
H  -5.01  0.68  2.58  0.09
H  -0.70  2.44  -0.25  0.06
H  -4.51  1.44  1.06  0.08
H  -1.63  -0.87  3.02  0.08
H  -3.84  3.80  1.43  0.09
H  3.81  2.27  -0.41  0.07
H  -0.81  -1.46  -4.03  0.11
H  5.48  -0.61  1.20  0.08
H  3.49  -0.88  -0.59  0.05
H  0.11  -1.22  -6.30  0.10
H  -2.21  -2.42  -0.81  0.11
H  0.48  -4.61  1.72  0.11
H  2.84  3.30  1.17  0.10
H  5.10  2.31  0.82  0.09
H  -4.69  -0.31  1.15  0.08
H  -1.11  1.39  -2.42  0.11


Copy entry 4 word for word.
Entry from the OMol25 dataset: a cluster of 2 separate species, C4H8 in total at a distorted geometry (ωB97M-V/def2-TZVPD).

Computed properties:
Relative energy (zero: lowest compared OMol25 entry of this formula, charge and spin) in kcal per mole: 140.7
E in Eh: -156.959731

Each line ends with the Löwdin charge.
Geometry (Å):
C  -0.30  1.04  -0.79  0.07
C  1.53  -0.54  -0.24  0.06
C  0.12  -0.07  -0.13  -0.57
C  -0.77  -0.83  0.63  0.11
H  1.52  -1.43  -0.88  0.04
H  -1.39  1.08  -0.78  0.06
H  -2.43  2.23  1.80  0.02
H  -1.76  1.97  1.97  0.01
H  -1.57  -0.65  1.31  0.05
H  2.08  -0.74  0.68  0.02
H  -0.59  -1.87  0.41  0.05
H  0.20  1.56  -1.59  0.07


What did the seventh record say?
Entry from the OMol25 dataset: a cluster of 2 separate species, C4H10N2O in total at a distorted geometry (ωB97M-V/def2-TZVPD).

Computed properties:
Relative energy (zero: lowest compared OMol25 entry of this formula, charge and spin) in kcal per mole: 97.8
Structure (SMILES): CC(N)=O.C=NC
E in Eh: -343.045559

Each line ends with the Löwdin charge.
Geometry (Å):
O  0.28  -1.29  0.67  0.03
N  1.29  -0.17  -1.06  0.11
N  -1.77  0.74  -0.72  -0.07
C  2.24  0.01  1.20  -0.02
C  1.04  -0.38  0.35  -0.56
C  -1.13  1.17  0.32  -0.08
C  -2.49  -0.50  -0.79  -0.16
H  2.25  -0.10  -1.36  0.08
H  -1.77  1.66  1.06  0.07
H  1.95  -0.05  2.25  0.08
H  -1.88  -1.36  -0.50  0.07
H  3.06  -0.68  1.01  0.09
H  2.59  1.01  0.98  0.08
H  0.77  -0.68  -1.77  0.09
H  -0.22  1.77  0.35  0.05
H  -3.40  -0.46  -0.17  0.07
H  -2.81  -0.68  -1.81  0.06


- What is the formula in the second record?
  C24H39O


- Among the records above, which one has the highest E?
  C4H8